Entry 1:
ORCA calculation (wB97M-V/def2-TZVPD) on the molecule C9H6N4.

Cartesian coordinates (Å):
C 1.681 1.604 1.189
C 0.525 0.079 2.133
C -0.465 -1.000 2.299
C -0.699 -0.846 -0.003
C -1.511 -1.260 -1.110
C -1.204 -0.816 -2.415
C -0.273 0.174 -2.584
C 0.379 0.736 -1.490
C 0.187 0.219 -0.214
H 2.274 2.153 0.491
H -0.770 -1.377 3.263
H -2.218 -2.065 -1.002
H -1.777 -1.278 -3.162
H -0.107 0.493 -3.585
H 1.050 1.550 -1.585
N 1.983 1.630 2.454
N 1.163 0.775 3.143
N -1.031 -1.417 1.233
N 0.812 0.647 0.942

Cartesian forces (eV/Å) of the 2 atoms listed first:
2.21 0.91 0.60
-0.21 0.80 4.32

Computed properties:
Energy relative to the best compared isomer or geometry (same formula, charge and spin)   127.4 kJ/mol
SMILES string   c1ccc2c(c1)ncc1nncn12
Energy   -15389.620 eV
HOMO-LUMO gap   8.91 eV
Spin multiplicity   1

Löwdin population analysis, charges in e, atoms 1 to 4: -0.166, -0.229, -0.034, -0.184

---

Entry 2:
ORCA calculation (wB97M-V/def2-TZVPD) on C9H6NS as an isolated structure.

Cartesian coordinates (Å):
C -0.171 1.553 0.904
C 1.860 1.242 -2.684
C -0.052 0.351 1.090
C 2.447 0.247 -3.339
C -0.054 2.734 0.204
C 0.458 2.604 -1.067
C 1.087 1.471 -1.607
C 1.229 0.102 -1.264
C 0.351 -0.871 0.835
N -0.435 -1.847 0.103
S 2.227 -0.998 -2.137
H -0.422 3.723 0.611
H 0.427 3.553 -1.798
H 1.201 -1.357 1.514
H -1.399 -1.540 -0.147
H -0.826 -2.683 0.779
H 0.211 -2.016 -0.667

Cartesian forces (eV/Å) of the 2 atoms listed first:
-0.23 -0.87 1.11
2.41 -2.77 -3.42

Computed properties:
Energy relative to the best compared isomer or geometry (same formula, charge and spin)   350.0 kJ/mol
Energy   -21736.473 eV
Charge   +1
HOMO-LUMO gap (alpha / beta)   7.29 / 6.70 eV
Spin multiplicity   1

Löwdin population analysis, charges in e, atoms 1 to 4: 0.020, -0.075, -0.058, -0.257

---

Entry 3:
ORCA calculation (wB97M-V/def2-TZVPD) on an isolated ion of composition C9H6O3S and charge -2.

Cartesian coordinates (Å):
C -2.722 -0.243 -0.305
C -2.093 -0.958 0.786
C -1.925 0.485 -1.149
C -0.764 -0.667 1.050
C -0.594 0.672 -0.904
C 0.017 0.061 0.212
C 2.014 1.692 0.293
C 2.298 -1.058 -0.365
C 1.429 0.289 0.526
O 1.722 2.182 -0.783
O 2.607 2.224 1.242
O 2.802 -0.777 -1.452
S 2.323 -2.480 0.499
H -3.696 -0.614 -0.704
H -2.513 -1.674 1.425
H -2.430 0.781 -2.137
H -0.227 -1.264 1.803
H -0.022 1.316 -1.519
H 1.773 0.035 1.482

Cartesian forces (eV/Å) of the 2 atoms listed first:
-0.53 -3.26 1.18
0.30 2.63 -1.81

Computed properties:
SMILES string   O=C([O-])[C@H](C([O-])=S)c1ccccc1
Energy   -26407.430 eV
Charge   -2
HOMO-LUMO gap   5.95 eV
Spin multiplicity   1

Löwdin population analysis, charges in e, atoms 1 to 4: -0.152, -0.093, -0.158, -0.090

---

Entry 4:
ORCA calculation (wB97M-V/def2-TZVPD) on a 34-piece molecular cluster, C9H79N2O34 overall.

Cartesian coordinates (Å):
C -0.146 -1.607 2.930
O -1.056 -1.265 1.890
C -0.711 -1.880 0.643
C 0.726 -1.488 0.129
C 0.718 -1.202 -1.419
N -0.009 0.022 -1.804
C 0.600 1.128 -1.232
C 1.848 1.703 -1.699
C 2.371 2.849 -1.083
N 1.929 3.575 -0.024
C 0.768 3.001 0.394
C 0.055 1.887 -0.102
H -0.734 -1.717 3.873
H 0.526 -0.725 3.075
H 0.455 -2.521 2.734
H -0.725 -2.981 0.794
H -1.505 -1.573 -0.081
H 1.184 -0.653 0.699
H 1.338 -2.408 0.261
H 1.769 -1.197 -1.813
H 0.183 -2.050 -1.901
H 2.379 1.232 -2.543
H 3.326 3.250 -1.539
H 0.315 3.514 1.277
H -0.901 1.586 0.360
O 5.125 2.640 -2.257
H 5.776 2.436 -1.577
H 5.656 2.960 -2.995
O 1.243 -1.453 5.553
H 0.483 -0.917 5.810
H 1.061 -2.318 5.935
O 1.094 1.939 3.567
H 1.746 1.750 4.252
H 1.623 2.252 2.821
O -4.328 -1.953 -0.327
H -4.802 -2.702 0.054
H -3.746 -1.659 0.386
O -5.437 -4.157 1.778
H -6.168 -4.793 1.772
H -4.994 -4.317 2.624
O 2.080 -0.300 -4.318
H 1.906 -0.266 -5.266
H 1.213 -0.122 -3.905
O 3.644 0.677 4.129
H 3.142 -0.039 4.544
H 4.231 0.994 4.833
O 3.762 2.635 5.832
H 3.607 3.365 6.453
H 3.444 2.977 4.988
O 7.626 1.454 -2.721
H 7.417 0.966 -3.523
H 8.143 0.833 -2.201
O 1.303 0.911 7.191
H 1.953 0.720 7.876
H 1.832 1.257 6.459
O -2.413 -4.490 0.387
H -2.571 -4.428 -0.565
H -3.290 -4.363 0.778
O -2.561 -7.603 0.590
H -2.363 -6.704 0.291
H -1.720 -7.925 0.932
O 4.775 -0.312 -5.836
H 4.541 -0.402 -6.766
H 3.948 -0.498 -5.368
O -3.057 -0.005 -2.582
H -3.202 0.938 -2.440
H -2.113 -0.132 -2.370
O -1.224 -3.198 -3.293
H -0.597 -3.039 -4.008
H -1.699 -2.360 -3.209
O 0.252 3.329 9.243
H 0.646 2.776 8.557
H -0.437 3.818 8.780
O 2.064 4.879 -4.186
H 2.613 4.227 -4.634
H 2.135 4.640 -3.252
O -7.535 -5.174 3.715
H -7.942 -4.305 3.619
H -8.268 -5.752 3.955
O 8.892 -0.917 -3.182
H 8.681 -1.405 -3.986
H 9.410 -1.539 -2.659
O -1.945 2.970 2.727
H -1.736 3.847 2.385
H -1.100 2.643 3.064
O -4.496 0.039 -5.204
H -5.223 -0.591 -5.218
H -4.069 -0.108 -4.344
O 5.552 2.677 -6.314
H 4.826 3.258 -6.065
H 5.325 1.828 -5.909
O -5.907 0.505 -1.822
H -6.086 0.031 -2.640
H -5.370 -0.114 -1.309
O 2.749 -2.277 -6.515
H 2.528 -2.767 -7.314
H 3.250 -2.905 -5.983
O -3.316 -5.609 4.025
H -3.120 -6.193 3.281
H -3.452 -6.210 4.765
O 2.159 4.740 6.822
H 2.369 5.572 7.263
H 1.325 4.920 6.369
O -7.442 -5.229 0.121
H -6.826 -5.065 -0.604
H -7.933 -4.404 0.203
O 0.914 -4.123 -0.998
H 0.689 -4.188 -1.933
H 0.095 -4.354 -0.544
O -1.907 5.028 5.099
H -1.555 4.457 4.402
H -2.602 5.529 4.660
O -6.852 -6.567 -2.318
H -6.647 -7.147 -3.059
H -6.987 -7.168 -1.575
O 4.178 7.376 -4.375
H 3.425 6.768 -4.360
H 4.612 7.227 -3.526
O -6.424 3.403 -2.920
H -7.282 3.838 -2.924
H -6.586 2.563 -2.469
O 3.196 9.746 -2.656
H 3.575 9.174 -3.339
H 2.519 10.248 -3.120

Cartesian forces (eV/Å) of the 2 atoms listed first:
-0.14 1.12 0.40
0.03 -0.72 -0.10

Computed properties:
Energy   -83211.224 eV
Charge   -1
HOMO-LUMO gap   4.98 eV
Spin multiplicity   1

Löwdin population analysis, charges in e, atoms 1 to 4: -0.134, -0.212, -0.224, -0.158

---

Entry 5:
ORCA calculation (wB97M-V/def2-TZVPD) on C9H7Cl5N3O4Os as an isolated structure.

Cartesian coordinates (Å):
Os -0.002 -1.018 -1.411
N -1.703 0.481 1.141
N -0.380 0.258 1.600
C 1.203 1.020 0.155
O 2.468 1.045 0.802
O 1.033 1.341 -1.045
H -2.030 1.386 1.484
H -2.323 -0.257 1.464
H -0.323 -0.214 2.519
N -1.465 0.332 -2.175
C -2.084 -0.133 -3.428
C -1.532 -1.567 -3.811
O -2.046 -2.179 -4.698
O -0.536 -1.903 -3.072
H -2.183 0.562 -1.483
H -0.916 1.186 -2.329
H -1.839 0.515 -4.272
H -3.172 -0.222 -3.353
Cl 1.585 -2.484 -0.405
C 1.358 -1.433 0.963
C 0.430 -0.411 0.515
C 0.491 1.461 1.535
Cl -0.290 2.944 2.009
C 1.929 1.144 2.106
Cl 2.605 2.506 3.005
C 2.104 -0.156 2.855
Cl 2.552 -0.122 4.489
C 2.104 -1.361 2.124
Cl 2.963 -2.722 2.714

Cartesian forces (eV/Å) of the 2 atoms listed first:
-0.78 3.18 -1.61
-0.52 0.53 0.01

Computed properties:
Energy relative to the best compared isomer or geometry (same formula, charge and spin)   688.1 kJ/mol
Energy   -87171.935 eV
Charge   +1
HOMO-LUMO gap (alpha / beta)   5.12 / 5.12 eV
Spin multiplicity   1

Löwdin population analysis, charges in e, atoms 1 to 4: 1.172, 0.116, -0.090, -0.544

---

Entry 6:
ORCA calculation (wB97M-V/def2-TZVPD) on C9H7N2O5Pt as an isolated structure.

Cartesian coordinates (Å):
O -0.733 4.587 -1.774
C -0.327 3.746 -1.113
Pt 0.010 -0.643 -1.461
C 0.137 -2.549 -1.308
O 0.273 -3.674 -1.339
C -0.204 -1.624 -4.163
O -0.233 -1.484 -5.290
C 1.882 -0.230 -1.384
O 3.004 0.006 -1.175
C -1.947 -0.344 -1.459
O -3.065 -0.204 -1.249
H 0.097 0.864 -0.667
C 1.099 1.650 1.321
C 0.325 0.383 1.530
N -0.237 -0.501 0.699
C -0.950 -1.419 1.379
C -0.778 -1.145 2.703
N 0.016 -0.003 2.790
H 0.462 2.532 1.542
H 1.963 1.651 2.017
H 1.518 1.753 0.308
H -1.520 -2.189 0.895
H -1.144 -1.658 3.570
H 0.353 0.496 3.628

Cartesian forces (eV/Å) of the 2 atoms listed first:
1.18 -2.35 1.92
-1.20 2.23 -1.98

Computed properties:
Energy relative to the best compared isomer or geometry (same formula, charge and spin)   0.0 kJ/mol
Energy   -25870.100 eV
Charge   +3
HOMO-LUMO gap (alpha / beta)   7.24 / 5.63 eV
Spin multiplicity   5

Löwdin population analysis, charges in e, atoms 1 to 4: 0.094, 0.032, 1.277, -0.264

---

Entry 7:
ORCA calculation (wB97M-V/def2-TZVPD) on C9H7N3O5Pb as an isolated structure.

Cartesian coordinates (Å):
Pb -0.256 -0.496 -2.083
O -0.885 2.876 -2.266
C -0.688 1.756 -2.289
C 1.831 -1.225 -2.199
O 2.895 -1.641 -2.337
C -2.008 -1.905 -2.214
O -2.896 -2.621 -2.279
C -0.303 -0.447 -4.460
O -0.301 -0.449 -5.594
C 2.470 0.076 2.693
N 1.186 0.169 2.037
C 0.035 0.449 2.697
C -1.181 0.546 2.099
C -1.258 0.332 0.716
N -0.105 0.013 0.110
C 1.175 -0.030 0.690
O 2.184 -0.262 0.005
N -2.441 0.399 0.048
H 2.908 -0.918 2.563
H 2.308 0.263 3.754
H 3.171 0.817 2.298
H 0.143 0.598 3.758
H -2.108 0.768 2.612
H -3.262 0.609 0.615
H -2.616 0.322 -0.973

Cartesian forces (eV/Å) of the 2 atoms listed first:
0.80 0.22 2.28
0.40 -2.76 0.10

Computed properties:
Energy   -29380.514 eV
Charge   +2
HOMO-LUMO gap   6.98 eV
Spin multiplicity   1

Löwdin population analysis, charges in e, atoms 1 to 4: 1.178, 0.229, -0.072, -0.104

---

Entry 8:
ORCA calculation (wB97M-V/def2-TZVPD) on the molecule C9H7NO.

Cartesian coordinates (Å):
C 2.427 1.059 0.286
C 3.130 -0.067 -0.106
C 2.359 -1.171 -0.522
C 0.356 -0.031 -0.094
C 1.076 1.155 0.334
C -1.114 -0.112 -0.005
C -1.868 -0.957 0.684
C -3.289 -0.517 0.314
C -3.069 0.500 -0.523
H 3.048 2.010 0.627
H 4.111 -0.041 -0.260
H 2.657 -2.270 -0.829
H 0.598 2.128 0.744
H -1.561 -1.854 1.205
H -4.141 -0.886 0.455
H -3.828 1.369 -1.192
N 0.938 -1.151 -0.390
O -1.829 0.836 -0.729

Cartesian forces (eV/Å) of the 2 atoms listed first:
2.03 3.25 1.32
-4.67 -2.07 -1.23

Computed properties:
Energy relative to the best compared isomer or geometry (same formula, charge and spin)   338.5 kJ/mol
SMILES string   c1ccc(-c2ccco2)nc1
Energy   -12980.660 eV
HOMO-LUMO gap   9.63 eV
Spin multiplicity   1

Löwdin population analysis, charges in e, atoms 1 to 4: -0.123, -0.079, -0.063, -0.247